No. 1
90
Properties=species:S:1:pos:R:3 method="wB97M-V/def2-TZVPD" multiplicity=1 e_above_lowest_kj_mol=3.9 gap_ev=6.1 homo_ha=-0.2725
Ru 0.6958 2.4023 0.0387
C -2.9682 0.8643 -3.7867
Si -4.0344 0.7485 -2.2624
C -4.6550 -1.0081 -2.0805
C -5.4905 1.9164 -2.3891
C -3.1121 1.1467 -0.6568
C -3.7217 0.8230 0.5578
C -3.0837 0.9950 1.7806
C -1.7892 1.4781 1.7806
N -1.1972 1.8035 0.6371
C -1.8281 1.6743 -0.5444
S -0.6716 2.1945 -1.7693
H -3.5630 0.5279 -4.6402
H -2.0862 0.2256 -3.7161
H -2.6287 1.8802 -3.9903
H -5.2507 -1.2879 -2.9527
H -5.2862 -1.1368 -1.1990
H -3.8252 -1.7145 -1.9985
H -6.0931 1.6786 -3.2688
H -5.1652 2.9550 -2.4754
H -6.1374 1.8390 -1.5124
H -4.7224 0.4041 0.5534
H -3.5674 0.7329 2.7105
H -1.1982 1.5934 2.6807
Cl 3.2352 8.6691 0.7769
C 2.9671 7.0298 0.2645
C 3.9170 6.3816 -0.4724
C 3.7416 5.0483 -0.8833
I 5.2255 4.0894 -1.9669
C 2.6059 4.3306 -0.5475
O 2.3967 3.0845 -0.8501
C 1.5975 5.0486 0.1732
N 0.4452 4.3564 0.4291
C -0.5069 4.8980 1.1596
C -0.3941 6.1955 1.6678
C 0.7289 6.9297 1.3935
C 1.7639 6.3738 0.6167
H 4.8270 6.9016 -0.7384
H -1.3915 4.2984 1.3229
H -1.1942 6.5968 2.2724
H 0.8381 7.9361 1.7739
C -3.4552 -6.8717 -1.1158
C -2.6763 -5.6271 -0.7874
C -2.1727 -4.8074 -1.7890
C -1.4514 -3.6560 -1.4975
C -0.9062 -2.8431 -2.6427
C -1.2233 -3.3002 -0.1567
Te -0.2029 -1.4765 0.2608
N 1.3582 0.8855 0.9571
C 2.0782 1.4938 1.8478
O 1.8641 2.7720 1.8531
C 3.0498 0.8282 2.7325
C 2.9458 -0.5375 2.9778
C 3.8816 -1.1602 3.7876
C 4.9193 -0.4235 4.3439
C 5.0220 0.9390 4.0951
C 4.0848 1.5692 3.2917
C 1.6940 -2.2842 -0.2412
C 2.0884 -3.4126 0.4762
C 3.3004 -4.0328 0.2249
C 4.1352 -3.5190 -0.7564
C 3.7412 -2.4042 -1.4758
C 2.5234 -1.7630 -1.2389
C 2.1602 -0.5683 -2.0737
C -1.7204 -4.1197 0.8659
C -1.5141 -3.8581 2.3382
C -2.4351 -5.2679 0.5283
H -3.5942 -6.9776 -2.1911
H -4.4403 -6.8534 -0.6468
H -2.9388 -7.7626 -0.7540
H -2.3442 -5.0727 -2.8270
H -1.2085 -3.2737 -3.5973
H 0.1855 -2.8131 -2.6125
H -1.2517 -1.8077 -2.6010
H 2.1354 -1.0995 2.5283
H 3.8041 -2.2222 3.9818
H 5.6524 -0.9136 4.9719
H 5.8363 1.5084 4.5240
H 4.1445 2.6299 3.0847
H 1.4290 -3.8184 1.2347
H 3.5881 -4.9096 0.7910
H 5.0878 -3.9886 -0.9658
H 4.3898 -2.0110 -2.2500
H 2.8207 -0.4900 -2.9370
H 2.2662 0.3555 -1.5038
H 1.1277 -0.6224 -2.4236
H -1.1420 -2.8567 2.5364
H -0.7943 -4.5690 2.7523
H -2.4499 -3.9935 2.8827
H -2.8156 -5.8973 1.3275



No. 2
118
Properties=species:S:1:pos:R:3 method="wB97M-V/def2-TZVPD" charge=+2 multiplicity=1 gap_ev=1.0 homo_ha=-0.4538
C 3.1118 -4.2291 4.2351
C 4.1805 -4.5977 3.0633
O 3.8468 -5.3174 2.0991
O 5.4812 -3.9892 3.2180
C 6.0448 -3.6067 1.9232
C 5.1651 -2.4086 1.3118
C 4.8094 -1.3512 2.4943
C 4.7714 0.1308 1.8362
C 3.9504 0.2077 0.4017
C 4.7283 0.7953 -0.8589
N 4.0487 0.8855 -2.1239
N 2.8115 0.4481 -2.1815
C 1.9169 -0.1006 -1.1990
C 0.4211 -0.5156 -1.6174
C -0.4790 0.7643 -2.0060
O -1.7079 0.6401 -1.9864
F 0.1491 1.9911 -2.4089
C 2.4859 -0.2747 0.2844
C 1.6214 -0.9165 1.4558
C 1.4532 -0.0068 2.7665
C 0.0842 0.8221 2.8275
F -0.4551 1.1073 1.5193
F 0.4755 2.1312 3.3124
C -0.9913 0.3004 3.8737
F -1.9480 1.2901 4.2631
F -0.2679 0.0288 5.0929
C -1.6968 -1.1161 3.5050
F -2.2818 -1.5086 4.7510
F -0.7059 -2.1331 3.2422
C -2.6760 -1.0883 2.2616
F -3.2643 0.1892 1.9958
F -1.8535 -1.3308 1.0986
S -4.0591 -2.3471 2.1902
F -3.2211 -3.5255 2.9934
F -3.4782 -2.9255 0.7030
F -4.9613 -1.2392 1.2756
F -4.8314 -1.7678 3.5333
F -5.3092 -3.4431 2.0165
H 2.0359 -4.4434 3.9137
H 3.2045 -3.1193 4.5177
H 3.3939 -4.8124 5.1911
H 7.0877 -3.1740 2.1389
H 6.0926 -4.4496 1.1569
H 5.8157 -1.8595 0.5275
H 4.1802 -2.7267 0.8319
H 3.8634 -1.5937 3.0792
H 5.7089 -1.3714 3.2219
H 5.8871 0.4183 1.6089
H 4.4128 0.9449 2.5754
H 5.8473 1.1373 -0.7200
H 2.3538 0.5110 -3.1969
H 0.5363 -1.1078 -2.6079
H -0.0859 -1.2253 -0.8887
H 2.1938 -1.8658 1.7919
H 0.6272 -1.2877 1.0435
H 1.6474 -0.6695 3.6719
H 2.3190 0.7590 2.7493
O 7.0013 1.1973 -3.7337
H 6.0612 1.1692 -3.4940
H 7.1851 0.3073 -4.0679
O -6.1247 -2.5273 6.5431
Cl -6.1288 -1.0862 6.6390
O -6.9481 -0.6828 7.7569
O -6.6652 -0.5207 5.4228
O -4.7769 -0.6144 6.8317
Cs 6.9299 0.0369 -0.9862
O 6.5269 -6.7236 1.7907
H 5.6451 -6.3854 1.9430
Al 5.2413 -5.9962 4.7404
Cl 3.2612 0.3797 -4.6569
C -4.1639 2.6651 -3.5112
C -2.8562 2.8477 -3.0735
C -1.9479 3.5661 -3.8603
C -2.3488 4.0899 -5.0901
C -3.6507 3.8862 -5.5392
C -4.5657 3.1799 -4.7400
C -4.0757 4.3936 -6.8634
O -5.2164 4.2182 -7.2538
C -3.0922 5.1080 -7.7064
C -3.4611 5.5417 -8.9802
C -2.5449 6.2273 -9.7761
C -1.2631 6.4888 -9.2981
C -0.8899 6.0533 -8.0314
C -1.8021 5.3528 -7.2361
C -1.3846 4.8630 -5.9050
O -0.2616 5.0864 -5.4853
H -4.8710 2.1164 -2.8978
H -2.5417 2.4384 -2.1257
H -0.9310 3.7100 -3.5117
H -5.5867 3.0288 -5.0782
H -4.4593 5.3444 -9.3582
H -2.8324 6.5590 -10.7684
H -0.5528 7.0288 -9.9155
H 0.1120 6.2559 -7.6662
C 5.1422 4.7137 -4.2778
Br 3.2304 4.8298 -4.5789
Br 6.0445 6.3734 -4.7098
Br 5.5516 4.1212 -2.4731
H 5.5272 3.9541 -4.9569
C -0.8007 -5.1472 7.1110
C -1.4923 -6.2666 7.5631
C -0.7981 -7.4221 7.9093
C 0.5898 -7.4553 7.8124
C 1.2817 -6.3348 7.3638
C 0.5867 -5.1820 7.0089
H -1.3427 -4.2476 6.8383
H -2.5737 -6.2388 7.6453
H -1.3383 -8.2964 8.2554
H 1.1313 -8.3542 8.0869
H 2.3654 -6.3601 7.2901
H 1.1266 -4.3092 6.6539
C -9.1093 4.7993 -4.7938
N -8.1677 3.9536 -4.0148
O -7.9831 4.2484 -2.8466
O -7.6454 3.0203 -4.6060
H -9.4946 5.5840 -4.1453
H -8.5539 5.2260 -5.6283
H -9.9164 4.1564 -5.1430



No. 3
95
Properties=species:S:1:pos:R:3 method="wB97M-V/def2-TZVPD" charge=+2 multiplicity=1 e_above_lowest_kj_mol=26.9 gap_ev=8.7 homo_ha=-0.4824
Hf -0.5363 -0.1541 0.2940
O -1.5193 1.5671 1.0140
P -1.0393 2.4934 2.1220
C 0.7596 2.2616 2.4908
P 0.9738 0.5057 2.9593
O -0.1709 -0.2531 2.2883
C 0.7532 0.3791 4.7413
C 0.0574 -0.7202 5.2276
C -0.1173 -0.8778 6.5912
C 0.3942 0.0699 7.4657
C 1.1011 1.1604 6.9818
C 1.2982 1.3111 5.6209
C 2.6157 -0.1687 2.5482
C 2.9658 -0.6157 1.2745
C 4.2010 -1.2087 1.0707
C 5.0988 -1.3480 2.1178
C 4.7708 -0.8625 3.3724
C 3.5334 -0.2834 3.5912
C -1.9362 2.0816 3.6429
C -1.5355 2.5332 4.8960
C -2.2505 2.1656 6.0198
C -3.3928 1.3919 5.9026
C -3.8316 0.9922 4.6508
C -3.0972 1.3266 3.5272
C -1.2154 4.2410 1.7199
C -1.8298 4.6275 0.5370
C -1.9101 5.9673 0.2052
C -1.3857 6.9237 1.0598
C -0.8013 6.5409 2.2581
C -0.7124 5.2024 2.5911
H 1.0442 2.9224 3.3070
H 1.3461 2.5417 1.6112
H -0.3261 -1.4458 4.5243
H -0.6393 -1.7413 6.9747
H 0.2443 -0.0428 8.5285
H 1.5063 1.8873 7.6697
H 1.8864 2.1386 5.2481
H 2.2873 -0.4929 0.4361
H 4.4747 -1.5581 0.0875
H 6.0521 -1.8260 1.9560
H 5.4710 -0.9429 4.1889
H 3.2741 0.0733 4.5772
H -0.6722 3.1690 5.0028
H -1.9198 2.4933 6.9910
H -3.9508 1.1143 6.7819
H -4.7489 0.4334 4.5472
H -3.4269 1.0051 2.5496
H -2.2332 3.8718 -0.1213
H -2.3758 6.2686 -0.7210
H -1.4329 7.9689 0.7943
H -0.4134 7.2887 2.9314
H -0.2518 4.9160 3.5252
N -1.5795 1.0701 -1.5695
C -0.3463 1.7541 -2.0159
C 0.4647 2.0622 -0.7482
O 0.6211 3.1825 -0.3234
O 0.9269 0.9945 -0.1583
H -2.0069 0.6136 -2.3773
H -2.2359 1.7848 -1.2406
H -0.5441 2.6790 -2.5674
H 0.2410 1.0717 -2.6400
C 0.0739 -5.6879 1.0134
N 0.8931 -5.0333 0.0334
C 1.5672 -5.6510 -0.9855
C 2.1937 -4.6904 -1.7041
N 1.9029 -3.4922 -1.1060
C 1.0960 -3.7085 -0.0498
S 0.4800 -2.5675 1.0606
H -0.7872 -6.1467 0.5285
H -0.2555 -4.9433 1.7362
H 0.6419 -6.4594 1.5321
H 1.5370 -6.7128 -1.1257
H 2.8226 -4.7729 -2.5655
H 2.1527 -2.5828 -1.4623
C -2.8768 -2.5040 2.9639
C -3.9222 -1.7878 2.1675
C -5.2395 -1.7628 2.6169
C -6.2315 -1.0982 1.9087
Cl -7.8589 -1.1475 2.4509
C -5.9148 -0.3968 0.7487
C -4.6199 -0.4338 0.2761
C -3.6364 -1.1306 0.9711
O -2.3541 -1.2429 0.3637
C -2.3396 -2.3639 -0.5392
C -1.0590 -2.3328 -1.4096
O -0.7908 -3.2824 -2.0996
O -0.3705 -1.2367 -1.3226
H -2.8152 -2.0627 3.9572
H -1.8934 -2.4417 2.4987
H -3.1521 -3.5490 3.0888
H -5.5023 -2.2947 3.5194
H -6.6845 0.1304 0.2107
H -4.3593 0.0696 -0.6429
H -3.2119 -2.3331 -1.2053
H -2.3673 -3.3068 0.0195



No. 4
90
Properties=species:S:1:pos:R:3 method="wB97M-V/def2-TZVPD" multiplicity=1 e_above_lowest_kj_mol=2798.3 gap_ev=7.3 homo_ha=-0.2607
F 1.1146 0.8992 -7.1995
C 1.0711 0.6396 -5.8299
C 2.2131 0.9347 -5.0880
C 2.2467 0.6713 -3.7491
C 1.0648 0.1920 -3.1621
C -0.1154 0.1091 -3.8497
C -0.0932 0.2472 -5.2203
H 3.0992 1.3683 -5.5276
H 3.1809 0.9371 -3.2770
H 1.0322 -0.0198 -2.1036
H -1.0494 -0.1602 -3.3790
H -0.9104 0.0662 -5.9029
F -0.6502 1.3279 6.1438
C -0.6397 1.4584 4.8014
C -0.7469 2.7225 4.2077
C -0.7495 2.8374 2.7821
C -0.7035 1.6788 2.0378
C -0.5886 0.4330 2.6234
C -0.5584 0.2983 4.0061
H -0.8451 3.5890 4.8447
H -0.9180 3.7884 2.2988
H -0.7929 1.7419 0.9634
H -0.3842 -0.4609 2.0528
H -0.5572 -0.6875 4.4472
F -4.1104 -0.6944 -3.0185
C -3.7738 -0.4757 -1.7304
C -2.3770 -0.2188 -1.4924
C -1.9386 0.0359 -0.2137
C -2.8972 0.0991 0.8157
C -4.2638 -0.0554 0.6058
C -4.7377 -0.4644 -0.6457
H -1.5871 -0.1214 -2.2225
H -0.8885 0.1961 -0.0188
H -2.5920 0.3848 1.8116
H -4.9354 -0.0250 1.4511
H -5.7449 -0.8018 -0.8409
F -2.6006 1.9952 -1.0328
C -1.4814 2.7130 -0.9046
C -1.6240 4.1270 -0.8884
C -0.4135 4.8617 -0.9745
C 0.8608 4.2075 -0.9478
C 0.9586 2.8139 -1.0122
C -0.2486 2.0925 -0.9444
H -2.5827 4.6240 -0.8763
H -0.5644 5.9306 -0.9410
H 1.7823 4.7530 -1.0883
H 1.9042 2.2923 -1.0179
H -0.2126 1.0275 -1.1204
F 3.6656 -1.2269 3.8013
C 3.1836 -0.0851 3.3393
C 2.6240 -0.0653 2.0704
C 2.0954 1.1409 1.6360
C 2.0769 2.2545 2.4351
C 2.4765 2.1819 3.7826
C 3.1115 1.0218 4.1867
H 2.6767 -0.8859 1.3702
H 1.6952 1.1267 0.6330
H 1.6337 3.1991 2.1564
H 2.2322 2.9431 4.5087
H 3.3098 0.9377 5.2450
C 1.9581 -3.4196 1.7301
C 0.7167 -3.8105 0.9216
N -0.1755 -4.2195 0.2818
H 2.1325 -4.0343 2.6132
H 1.7836 -2.4875 2.2675
H 2.8795 -3.3342 1.1540
C 2.5556 -1.9796 -2.9039
C 2.6541 -1.9207 -1.3920
N 2.7928 -1.7973 -0.2555
H 1.7924 -2.6737 -3.2559
H 3.5638 -2.1484 -3.2822
H 2.3143 -0.9988 -3.3136
C 0.6041 -1.1454 0.7110
C 0.4793 -0.3350 -0.4803
N 0.4123 0.2668 -1.4852
H -0.2985 -1.7557 0.7420
H 0.8298 -0.5016 1.5611
H 1.4154 -1.8730 0.7367
C -0.7741 -2.7199 -1.7064
C -1.3655 -4.0211 -1.3892
N -1.8429 -5.0018 -1.0844
H -0.1093 -2.8561 -2.5594
H -0.1221 -2.3979 -0.8944
H -1.5123 -1.9223 -1.7900
C -2.4728 -3.5830 1.7237
C -2.1032 -2.5961 0.6581
N -1.8960 -1.8312 -0.2120
H -3.3128 -3.2601 2.3387
H -1.6552 -3.5351 2.4430
H -2.6767 -4.5591 1.2837



No. 5
95
Properties=species:S:1:pos:R:3 method="wB97M-V/def2-TZVPD" charge=+2 multiplicity=4 e_above_lowest_kj_mol=0.0 gap_ev="5.8 / 5.0" homo_ha="-0.4596 / -0.4593"
Re 0.6538 0.3361 -1.4961
C -0.3832 0.4349 2.1918
N 0.6527 -0.4981 2.5645
C 1.6153 -0.8985 1.5782
P 0.8405 -1.6317 0.0378
C -0.6940 -2.3908 0.6093
C -1.9330 -1.8516 0.2869
C -3.0980 -2.3937 0.8072
C -3.0229 -3.4906 1.6553
C -1.7897 -4.0435 1.9757
C -0.6263 -3.4984 1.4567
C 1.8778 -3.0288 -0.4480
C 1.2961 -4.1310 -1.0752
C 2.0805 -5.2004 -1.4732
C 3.4497 -5.1815 -1.2399
C 4.0282 -4.0986 -0.5947
C 3.2484 -3.0229 -0.1961
C 0.3397 -1.3768 3.6353
C -0.9231 -1.3629 4.2309
C -1.2193 -2.2341 5.2704
C -0.2735 -3.1294 5.7396
C 0.9943 -3.1233 5.1722
C 1.3052 -2.2546 4.1415
P -0.2041 1.5033 0.7027
C 1.0263 2.7492 1.1222
C 1.1522 3.8827 0.3178
C 2.1247 4.8250 0.5986
C 2.9853 4.6352 1.6747
C 2.8619 3.5118 2.4762
C 1.8823 2.5654 2.2043
C -1.8265 2.3185 0.8732
C -2.9907 1.7132 0.3995
C -4.2258 2.3001 0.6145
C -4.3109 3.5073 1.3019
C -3.1595 4.1127 1.7773
C -1.9190 3.5180 1.5714
H -0.5730 1.1411 3.0078
H -1.3391 -0.0678 1.9965
H 2.2640 -1.6682 1.9816
H 2.2526 -0.0678 1.2680
H -1.9840 -0.9993 -0.3788
H -4.0600 -1.9669 0.5526
H -3.9281 -3.9186 2.0653
H -1.7318 -4.8962 2.6386
H 0.3311 -3.9329 1.7168
H 0.2222 -4.1847 -1.2067
H 1.6214 -6.0561 -1.9499
H 4.0615 -6.0189 -1.5472
H 5.0916 -4.0860 -0.3976
H 3.7289 -2.1839 0.2848
H -1.6974 -0.6850 3.9029
H -2.2059 -2.2039 5.7139
H -0.5090 -3.8053 6.5497
H 1.7603 -3.7886 5.5481
H 2.3193 -2.2510 3.7661
H 0.4750 4.0415 -0.5130
H 2.2151 5.7104 -0.0166
H 3.7505 5.3691 1.8886
H 3.5272 3.3683 3.3169
H 1.7959 1.6911 2.8368
H -2.9344 0.7946 -0.1649
H -5.1249 1.8214 0.2476
H -5.2753 3.9687 1.4679
H -3.2197 5.0481 2.3173
H -1.0284 4.0030 1.9509
Se -2.7018 4.0555 -2.0952
N -1.6507 5.0081 -3.1405
C -0.5634 4.2942 -3.3594
C 0.5510 4.6935 -4.1521
C 1.5785 3.8142 -4.2555
C 1.5419 2.5660 -3.5751
N 0.5459 2.1488 -2.8203
C -0.5395 3.0003 -2.7280
N -1.5893 2.6729 -2.0199
H 0.5548 5.6589 -4.6403
H 2.4597 4.0405 -4.8384
H 2.3977 1.9129 -3.6632
C -1.5519 -2.5820 -3.0615
As -1.0903 -0.7101 -3.1565
C -0.3749 -0.5850 -4.9496
C -2.8370 0.0966 -3.3686
H -2.0308 -2.8441 -4.0040
H -2.2395 -2.7557 -2.2372
H -0.6608 -3.1915 -2.9333
H -1.1520 -0.8933 -5.6474
H 0.4896 -1.2377 -5.0567
H -0.0775 0.4404 -5.1618
H -3.4094 -0.5565 -4.0265
H -2.7460 1.0812 -3.8163
H -3.3410 0.1836 -2.4086
O 4.1714 1.5843 -2.3546
S 3.5697 0.5622 -1.5639
O 2.3516 1.1528 -0.7768
O 4.3665 -0.2313 -0.6933
S 2.3565 -0.6281 -2.8037